{
  "formula": "C21H30ClN3O2",
  "method": "ωB97M-V/def2-TZVPD",
  "species": ["C", "C", "C", "C", "C", "C", "C", "O", "N", "C", "C", "C", "C", "N", "C", "O", "C", "C", "C", "N", "C", "C", "C", "C", "C", "Cl", "C", "H", "H", "H", "H", "H", "H", "H", "H", "H", "H", "H", "H", "H", "H", "H", "H", "H", "H", "H", "H", "H", "H", "H", "H", "H", "H", "H", "H", "H", "H"],
  "positions_angstrom": [[0.27617, -3.67452, -3.38368], [0.25340, -3.38423, -1.89534], [1.40002, -2.91249, -1.25618], [1.38316, -2.65325, 0.11291], [0.21582, -2.84094, 0.86162], [0.23946, -2.51471, 2.35737], [-0.29109, -1.11107, 2.64732], [0.48096, -0.19579, 2.91497], [-1.61166, -0.93092, 2.56678], [-2.30814, 0.35532, 2.72481], [-2.44175, 1.20430, 1.41950], [-3.15475, 0.38310, 0.32096], [-3.29907, 2.44480, 1.77190], [-1.10257, 1.59449, 0.95263], [-0.77107, 2.46857, -0.01423], [-1.61942, 3.01003, -0.71892], [0.72597, 2.75292, -0.30508], [1.74173, 2.15817, 0.71678], [2.27182, 0.74839, 0.34317], [2.50530, 0.57487, -1.10567], [3.38400, 1.60700, -1.66749], [2.47711, 2.74772, -2.17304], [1.06462, 2.30646, -1.76286], [1.24208, 0.78133, -1.81705], [-0.93280, -3.34048, 0.21988], [-2.40367, -3.64674, 1.08083], [-0.90608, -3.60598, -1.15011], [1.25820, -4.03510, -3.69233], [-0.43889, -4.45525, -3.64540], [0.04280, -2.77412, -3.95246], [2.30601, -2.72775, -1.81628], [2.28000, -2.27296, 0.58164], [-0.34963, -3.24385, 2.91191], [1.24937, -2.61216, 2.75551], [-2.15993, -1.72555, 2.26997], [-3.30255, 0.13559, 3.11665], [-1.82180, 0.95242, 3.50172], [-4.12159, 0.01065, 0.65810], [-3.33203, 0.98306, -0.57239], [-2.55718, -0.47564, 0.01277], [-4.25586, 2.16589, 2.21308], [-2.78447, 3.09623, 2.47880], [-3.52930, 3.04681, 0.89286], [-0.33733, 1.13395, 1.42953], [0.71009, 3.84120, -0.23921], [2.56512, 2.86184, 0.84052], [1.36420, 2.20757, 1.73926], [3.20636, 0.55685, 0.87327], [1.57111, -0.01022, 0.68595], [4.13822, 1.95531, -0.95856], [3.93763, 1.18225, -2.50721], [2.74757, 3.71694, -1.75229], [2.53967, 2.81815, -3.25998], [0.31245, 2.65716, -2.47438], [1.33095, 0.43471, -2.84909], [0.40777, 0.23244, -1.37291], [-1.79654, -3.98273, -1.63086]],
  "forces_ev_per_angstrom": [[0.01, -0.11, 0.32], [0.09, -0.20, -0.18], [-0.39, 0.03, 0.46], [-0.60, -0.10, -0.56], [-0.09, -0.07, 0.68], [-0.36, -0.37, -0.24], [1.08, 0.32, 0.16], [0.00, 0.04, -0.06], [-1.02, 0.20, -0.14], [0.47, 0.09, -0.33], [-0.84, 0.06, -0.25], [0.12, 0.06, 0.01], [0.16, 0.04, -0.14], [0.62, -0.62, 1.04], [-0.46, -0.10, -1.15], [0.21, 0.08, 0.22], [-0.49, -0.72, 0.36], [0.06, 0.45, -0.13], [-0.05, 0.65, -0.15], [-0.09, -0.49, 0.59], [0.30, -0.01, -0.18], [-0.15, 0.25, 0.10], [-0.10, 0.11, 0.03], [-0.25, 0.30, 0.21], [1.18, 0.36, -0.71], [-0.21, -0.24, 0.08], [0.24, 0.20, 0.34], [0.01, 0.13, 0.02], [-0.09, 0.12, 0.01], [-0.01, -0.02, -0.07], [0.02, -0.02, -0.06], [-0.04, -0.01, 0.15], [-0.23, -0.08, -0.06], [-0.01, 0.36, -0.19], [-0.02, 0.18, 0.08], [-0.05, 0.00, -0.28], [0.24, -0.14, -0.18], [-0.08, 0.02, 0.18], [0.12, 0.15, 0.13], [0.12, -0.05, 0.10], [0.02, -0.26, 0.07], [0.11, -0.07, 0.07], [0.22, -0.16, -0.07], [-0.03, 0.12, 0.14], [0.40, 0.10, -0.15], [0.36, 0.02, -0.59], [-0.41, -0.47, 0.00], [0.02, 0.04, 0.00], [-0.06, -0.05, -0.19], [-0.18, -0.16, 0.18], [-0.01, -0.09, -0.01], [0.00, 0.03, -0.03], [-0.03, 0.10, 0.02], [-0.03, 0.10, 0.32], [0.10, 0.06, -0.09], [0.15, -0.08, 0.19], [-0.07, -0.06, -0.05]],
  "mol_weight_g_mol": 391.94,
  "orbital_gap_ev": 8.90,
  "lumo_ev": 0.54,
  "homo_ev": -8.36,
  "charge": 0,
  "smiles": "Cc1ccc(CC(=O)NCC(C)(C)NC(=O)[C@H]2CCN3CC[C@H]2C3)c(Cl)c1",
  "e_tot_ev": -43353.5991
}

{
  "formula": "C21H30ClN3O6S",
  "method": "ωB97M-V/def2-TZVPD",
  "species": ["C", "C", "O", "C", "O", "N", "C", "C", "N", "C", "O", "C", "C", "C", "N", "S", "O", "O", "C", "C", "C", "Cl", "C", "C", "C", "O", "C", "C", "C", "C", "C", "C", "H", "H", "H", "H", "H", "H", "H", "H", "H", "H", "H", "H", "H", "H", "H", "H", "H", "H", "H", "H", "H", "H", "H", "H", "H", "H", "H", "H", "H", "H"],
  "positions_angstrom": [[9.09825, 1.96049, -0.93434], [8.70097, 0.49346, -1.00764], [7.28859, 0.32368, -0.89170], [6.79695, 0.34953, 0.36864], [7.47901, 0.43037, 1.36220], [5.44284, 0.29402, 0.38656], [4.61374, 0.05974, -0.77055], [3.94806, -1.32276, -0.66317], [3.21827, -1.41570, 0.57934], [1.88068, -1.55200, 0.77422], [1.42078, -1.54414, 1.90188], [1.00856, -1.73476, -0.46529], [-0.33127, -2.39652, -0.11057], [-1.25803, -1.45370, 0.66010], [-1.41192, -0.17564, 0.00207], [-2.53156, -0.15481, -1.23357], [-2.68293, -1.44749, -1.84743], [-2.25452, 0.95454, -2.09830], [-4.03619, 0.17348, -0.31424], [-5.08513, -0.71595, -0.37386], [-6.25489, -0.42852, 0.31368], [-7.58128, -1.52754, 0.25457], [-6.36084, 0.74555, 1.04265], [-5.30106, 1.63376, 1.09707], [-4.11018, 1.35716, 0.42313], [-2.99456, 2.10801, 0.43593], [-3.03651, 3.44023, 0.92246], [-3.76041, 4.37828, -0.03636], [-0.15894, 0.48656, -0.26843], [0.73960, -0.38307, -1.14722], [4.07954, -1.21051, 1.73044], [4.74164, 0.16603, 1.64611], [10.16874, 2.05596, -1.09122], [8.84809, 2.36013, 0.04518], [8.57355, 2.53255, -1.69602], [8.95400, 0.06336, -1.97911], [9.19369, -0.07034, -0.20911], [5.22331, 0.11909, -1.67038], [3.84020, 0.83671, -0.80434], [3.30260, -1.48582, -1.52231], [4.73248, -2.09054, -0.66275], [1.52945, -2.40041, -1.16164], [-0.15338, -3.28852, 0.49147], [-0.83126, -2.68497, -1.03651], [-2.25204, -1.89571, 0.74596], [-0.85391, -1.27097, 1.65851], [-4.97037, -1.61136, -0.96381], [-7.27542, 0.96827, 1.56986], [-5.41472, 2.53685, 1.67503], [-1.98410, 3.72392, 1.00020], [-3.47934, 3.47546, 1.92526], [-4.81404, 4.12112, -0.11294], [-3.67071, 5.40360, 0.31179], [-3.31536, 4.29505, -1.02442], [-0.40188, 1.42133, -0.77364], [0.32114, 0.69908, 0.69145], [0.21518, -0.56045, -2.08940], [1.66885, 0.14658, -1.36159], [3.46535, -1.28916, 2.62797], [4.84972, -1.98912, 1.74385], [5.46492, 0.29777, 2.45117], [3.97720, 0.94808, 1.70710]],
  "forces_ev_per_angstrom": [[-0.27, -0.33, 0.02], [0.52, 0.11, 0.12], [-0.31, -0.01, 0.04], [-0.06, 0.08, -0.16], [0.39, 0.00, 0.22], [-0.12, 0.04, -0.11], [-0.02, -0.26, -0.32], [0.03, 0.28, -0.33], [0.36, 0.00, 0.16], [0.03, -0.24, -0.44], [-0.35, 0.02, 0.30], [-0.12, -0.13, 0.01], [0.10, 0.06, 0.19], [-0.11, -0.67, 0.26], [-0.75, 0.07, -0.78], [-0.32, 0.09, 0.31], [-0.09, -0.08, 0.28], [0.15, 0.14, 0.19], [0.69, 0.04, -0.28], [-0.14, -0.06, 0.02], [0.27, 0.23, 0.00], [-0.23, -0.20, -0.02], [0.04, -0.22, -0.16], [0.31, 0.15, -0.02], [-0.21, -0.04, 0.10], [-0.13, 0.08, 0.08], [-0.08, 0.43, 0.00], [0.14, -0.36, 0.15], [0.32, 0.43, -0.45], [0.02, 0.04, 0.18], [-0.05, 0.28, 0.37], [0.12, -0.22, 0.30], [0.13, 0.05, -0.02], [0.03, 0.06, 0.06], [0.00, 0.07, -0.08], [-0.03, 0.01, 0.13], [-0.06, 0.03, -0.20], [-0.13, 0.02, 0.06], [0.01, -0.07, -0.07], [-0.01, -0.03, 0.04], [-0.06, 0.04, -0.08], [-0.01, 0.10, 0.05], [-0.02, -0.03, -0.02], [0.08, -0.06, 0.04], [0.05, -0.12, 0.17], [-0.16, -0.01, -0.13], [-0.07, -0.13, -0.03], [-0.08, 0.00, 0.04], [0.04, 0.10, 0.03], [-0.15, -0.03, 0.08], [0.10, -0.05, -0.07], [-0.10, 0.04, -0.02], [-0.02, 0.11, 0.03], [0.03, 0.04, -0.09], [0.24, 0.05, 0.11], [-0.08, 0.03, -0.01], [0.11, 0.02, -0.07], [0.03, 0.02, -0.07], [0.14, -0.02, -0.11], [-0.01, 0.03, 0.01], [-0.14, 0.03, -0.06], [0.01, -0.04, 0.04]],
  "mol_weight_g_mol": 488.01,
  "orbital_gap_ev": 9.34,
  "lumo_ev": 0.61,
  "homo_ev": -8.73,
  "charge": 0,
  "smiles": "CCOC(=O)N1CCN(C(=O)C2CCN(S(=O)(=O)c3cc(Cl)ccc3OCC)CC2)CC1",
  "e_tot_ev": -62377.6940
}

{
  "formula": "C21H30N2O3",
  "method": "ωB97M-V/def2-TZVPD",
  "species": ["C", "O", "C", "C", "C", "C", "C", "C", "N", "C", "C", "C", "O", "N", "C", "C", "C", "C", "C", "C", "C", "C", "C", "C", "O", "C", "H", "H", "H", "H", "H", "H", "H", "H", "H", "H", "H", "H", "H", "H", "H", "H", "H", "H", "H", "H", "H", "H", "H", "H", "H", "H", "H", "H", "H", "H"],
  "positions_angstrom": [[-3.60768, -1.43367, -2.58602], [-3.09819, -2.37195, -1.66900], [-2.81749, -1.95524, -0.40369], [-2.35175, -2.93772, 0.47370], [-2.03836, -2.61048, 1.77528], [-2.16804, -1.30396, 2.22371], [-2.62843, -0.32278, 1.36129], [-2.73182, 1.11923, 1.78476], [-1.87678, 1.95005, 0.95308], [-0.45689, 1.71923, 1.09159], [0.27608, 1.99769, -0.21886], [1.76999, 1.80093, 0.01086], [2.36532, 2.54574, 0.77044], [2.40035, 0.79812, -0.64573], [1.76551, -0.17019, -1.51490], [0.91954, -1.22784, -0.78036], [1.43592, -1.59329, 0.60999], [2.68516, -2.47183, 0.64156], [3.96181, -1.86439, 0.05190], [4.26567, -0.43688, 0.52299], [3.83375, 0.66618, -0.44882], [-0.01751, 3.45287, -0.58227], [-1.51205, 3.61264, -0.82770], [-2.43493, 2.81490, 0.08021], [-3.64433, 2.94131, -0.01636], [-2.95395, -0.65017, 0.04895], [-2.88892, -0.63089, -2.78172], [-4.54873, -0.99831, -2.23675], [-3.78584, -1.98758, -3.50632], [-2.25051, -3.94683, 0.10767], [-1.68465, -3.37725, 2.44862], [-1.91469, -1.05263, 3.24303], [-3.75245, 1.48770, 1.64782], [-2.44165, 1.23718, 2.83333], [-0.31681, 0.67715, 1.39403], [-0.03581, 2.36364, 1.87492], [-0.11840, 1.34531, -0.99663], [1.14377, 0.34207, -2.25745], [2.56431, -0.66344, -2.06865], [0.87068, -2.12404, -1.40109], [-0.10272, -0.86258, -0.66338], [1.61919, -0.67824, 1.17507], [0.63788, -2.13506, 1.12395], [2.87904, -2.71988, 1.68837], [2.47467, -3.40853, 0.11965], [3.92293, -1.89094, -1.03754], [4.78859, -2.51527, 0.34648], [3.80978, -0.25757, 1.49687], [5.34459, -0.32497, 0.64704], [4.30171, 0.49852, -1.42433], [4.17851, 1.62552, -0.05528], [0.31583, 4.08887, 0.23879], [0.53905, 3.74728, -1.47473], [-1.81072, 4.65950, -0.74615], [-1.76270, 3.29815, -1.84591], [-3.31684, 0.13461, -0.59630]],
  "forces_ev_per_angstrom": [[-0.09, 0.17, -0.17], [0.13, -0.20, 0.31], [0.04, 0.02, 0.10], [-0.04, -0.01, -0.12], [-0.05, -0.10, -0.11], [-0.10, 0.21, 0.01], [0.11, -0.17, 0.22], [-0.26, 0.11, -0.01], [0.00, -0.22, 0.25], [0.39, 0.00, -0.08], [0.18, 0.29, 0.32], [-0.34, -0.06, -0.22], [0.01, 0.28, 0.32], [0.32, 0.01, -0.17], [-0.43, -0.22, -0.18], [0.13, 0.14, 0.17], [-0.02, -0.29, -0.16], [-0.02, 0.19, -0.03], [-0.01, -0.05, 0.23], [-0.01, 0.00, -0.31], [0.34, 0.19, 0.36], [0.00, -0.12, -0.10], [0.04, 0.03, -0.02], [0.01, 0.27, -0.26], [-0.31, 0.11, -0.14], [-0.09, -0.09, -0.28], [-0.03, -0.01, 0.03], [0.04, 0.00, 0.00], [0.00, 0.08, 0.04], [0.01, -0.14, -0.05], [0.04, -0.08, 0.04], [0.04, 0.06, 0.11], [0.17, -0.05, 0.12], [-0.04, -0.04, -0.04], [0.00, 0.06, -0.01], [0.04, -0.14, -0.08], [-0.01, -0.08, 0.00], [0.09, -0.08, 0.01], [-0.05, 0.11, 0.00], [-0.10, -0.05, -0.07], [-0.07, 0.01, -0.07], [-0.06, 0.00, 0.11], [0.02, 0.10, 0.03], [0.03, -0.08, 0.01], [-0.03, -0.09, 0.06], [0.07, -0.04, -0.09], [0.01, -0.01, -0.11], [0.03, 0.07, 0.11], [0.01, 0.04, 0.06], [-0.04, -0.01, 0.02], [0.01, -0.16, -0.16], [0.06, -0.03, -0.02], [0.01, 0.05, 0.04], [-0.08, -0.08, -0.03], [-0.06, 0.02, 0.07], [-0.05, 0.09, -0.13]],
  "mol_weight_g_mol": 358.48,
  "orbital_gap_ev": 9.32,
  "lumo_ev": 0.60,
  "homo_ev": -8.72,
  "charge": 0,
  "smiles": "COc1cccc(CN2C[C@H](C(=O)N3CCCCCCC3)CCC2=O)c1",
  "e_tot_ev": -31387.8324
}

{
  "formula": "C21H30N4OSbSe4Tc",
  "method": "ωB97M-V/def2-TZVPD",
  "species": ["Tc", "C", "C", "N", "C", "C", "C", "C", "C", "C", "C", "N", "C", "C", "N", "N", "H", "H", "H", "H", "H", "H", "H", "H", "H", "H", "H", "H", "H", "H", "H", "H", "H", "H", "C", "C", "C", "C", "C", "C", "C", "O", "C", "C", "C", "H", "H", "H", "H", "H", "H", "H", "H", "H", "H", "H", "H", "Se", "Sb", "Se", "Se", "Se"],
  "positions_angstrom": [[-0.06002, -0.28536, 0.23292], [-0.97876, -1.42712, -1.94657], [-1.86151, -0.08796, -1.71300], [-1.23271, 0.97799, -0.80875], [-2.03132, 1.78555, 0.21194], [-1.05400, 2.17785, 1.32100], [-0.95142, 3.39253, 1.96851], [0.10423, 3.57441, 2.86165], [1.08238, 2.59388, 3.02327], [0.92823, 1.40219, 2.34319], [1.92833, 0.24814, 2.24528], [1.86466, -0.30782, 0.82565], [1.99783, -1.80410, 0.55164], [1.27939, -2.33279, -0.80876], [0.44520, -1.29473, -1.49278], [-0.16633, 1.20441, 1.58922], [-1.03380, -1.67873, -3.00489], [-1.43591, -2.24336, -1.38978], [-2.81006, -0.39113, -1.27639], [-2.06670, 0.35094, -2.68566], [-0.72358, 1.63771, -1.39654], [-2.80932, 1.13044, 0.60597], [-2.50605, 2.65380, -0.24058], [-1.66138, 4.18916, 1.78672], [0.19404, 4.51022, 3.39918], [1.93816, 2.77005, 3.66244], [1.64887, -0.56194, 2.92133], [2.93516, 0.57036, 2.50423], [2.52456, 0.19375, 0.23133], [1.58005, -2.32994, 1.40897], [3.04818, -2.08112, 0.48570], [0.64484, -3.17220, -0.53177], [2.04513, -2.70006, -1.48805], [1.00966, -0.81474, -2.19630], [-4.10343, -5.98384, 5.06843], [-3.42764, -4.85303, 4.38142], [-3.73152, -4.53468, 3.04656], [-3.10916, -3.51303, 2.38632], [-3.52039, -3.21362, 0.97143], [-2.10624, -2.74415, 3.09413], [-1.34832, -1.75602, 2.51274], [-1.24162, -1.51244, 1.22811], [-1.83581, -3.02698, 4.49132], [-0.83089, -2.24511, 5.29810], [-2.48070, -4.07778, 5.07635], [-4.90024, -6.42214, 4.47455], [-4.49798, -5.66373, 6.03528], [-3.36793, -6.76222, 5.29712], [-4.49468, -5.10801, 2.53445], [-4.52490, -3.58930, 0.78764], [-2.85174, -3.71985, 0.26788], [-3.50601, -2.14783, 0.75664], [-0.74672, -1.13256, 3.17205], [0.18531, -2.39003, 4.92270], [-0.83983, -2.58447, 6.33059], [-1.05557, -1.17605, 5.30956], [-2.26687, -4.32425, 6.10942], [4.21079, -1.66861, -4.42709], [6.20674, 1.28048, -5.62625], [3.65648, 0.04329, -2.96404], [6.42420, -1.11060, -4.89273], [4.13916, 1.89752, -4.40652]],
  "forces_ev_per_angstrom": [[-0.48, -1.01, -0.03], [-0.08, -0.01, 0.15], [0.06, -0.19, 0.09], [0.15, 0.37, 0.03], [0.00, -0.05, 0.15], [-0.04, -0.16, -0.07], [-0.03, 0.07, 0.08], [-0.01, 0.00, 0.00], [0.00, 0.02, 0.10], [-0.02, -0.12, -0.12], [-0.13, 0.05, 0.08], [0.08, 0.19, 0.06], [-0.10, -0.03, -0.14], [-0.18, 0.13, 0.19], [0.33, 0.01, -0.62], [-0.01, 0.26, 0.22], [-0.02, 0.05, -0.02], [0.05, -0.01, 0.05], [-0.02, 0.05, 0.04], [-0.01, 0.14, 0.03], [-0.06, 0.00, -0.07], [-0.02, -0.04, -0.04], [0.01, -0.01, -0.08], [0.01, -0.02, -0.01], [0.00, -0.01, -0.03], [0.00, 0.01, -0.04], [0.02, -0.05, -0.03], [0.04, -0.04, -0.05], [0.04, 0.02, 0.04], [-0.04, 0.03, 0.04], [0.04, 0.08, 0.10], [-0.02, -0.02, -0.03], [0.05, -0.01, 0.02], [-0.13, -0.06, 0.06], [0.05, 0.01, 0.03], [-0.04, -0.06, 0.07], [-0.07, 0.00, -0.05], [0.07, 0.01, -0.08], [0.06, -0.06, 0.04], [-0.16, -0.04, -0.10], [-0.08, 0.17, -0.04], [0.35, 0.25, 0.18], [0.08, 0.02, 0.03], [-0.07, 0.00, -0.05], [-0.01, -0.03, 0.11], [0.00, 0.01, -0.01], [-0.03, 0.03, -0.02], [0.02, 0.00, -0.04], [0.00, 0.00, 0.03], [0.02, -0.02, 0.01], [0.02, 0.05, 0.02], [-0.04, 0.03, 0.01], [0.13, -0.02, -0.09], [-0.01, 0.01, 0.01], [0.00, 0.00, -0.01], [0.00, -0.02, 0.00], [-0.03, 0.01, -0.01], [-0.28, 0.17, 0.05], [-0.16, -0.29, 0.27], [0.54, -0.01, -0.44], [0.17, 0.27, -0.02], [-0.03, -0.10, -0.07]],
  "mol_weight_g_mol": 890.10,
  "orbital_gap_ev": 6.06,
  "lumo_ev": -12.48,
  "homo_ev": -18.54,
  "charge": 4,
  "e_tot_ev": -300354.0703
}